Computed, not measured: 11 unconnected molecules or ions with the total composition C33H64O33 in a non-equilibrium geometry, with ωB97M-V/def2-TZVPD.

Geometry as XYZ:
```
130
Properties=species:S:1:pos:R:3:forces:R:3:lowdin_charge:R:1
C -0.422 0.832 1.424 -1.51 -0.66 0.02 -0.110
C -0.192 -0.681 1.249 0.68 0.43 -0.01 -0.049
O 1.148 -0.707 0.729 0.25 -0.96 -0.36 0.075
C 1.490 0.479 0.254 -0.23 1.30 0.33 -0.574
O 2.425 0.750 -0.429 0.46 -0.43 -0.18 0.150
O 0.631 1.434 0.693 -0.02 -0.07 0.12 0.066
H -0.507 1.175 2.453 0.62 -0.01 0.00 0.111
H -1.378 1.090 0.962 0.21 0.08 -0.09 0.105
H -0.850 -1.108 0.498 -0.07 0.03 0.06 0.093
H -0.173 -1.309 2.134 -0.27 0.27 0.14 0.118
C -0.047 -4.118 3.349 -0.39 -0.04 -0.04 -0.020
O 1.244 -4.560 3.753 0.00 -0.01 -1.10 0.029
C 1.393 -5.028 4.964 0.46 -0.23 1.10 -0.634
O 0.622 -4.947 5.883 -0.40 -0.05 -0.04 0.125
O 2.598 -5.608 5.041 0.22 -0.01 -0.36 0.001
C 2.856 -6.296 6.257 0.19 -0.44 0.21 -0.050
H -0.850 -4.597 3.907 0.17 0.10 0.31 0.101
H -0.179 -4.415 2.310 0.29 0.20 -0.08 0.075
H -0.104 -3.038 3.458 -0.11 -0.02 0.02 0.086
H 2.974 -5.607 7.090 -0.36 0.00 0.06 0.097
H 3.790 -6.849 6.164 0.07 0.24 -0.42 0.091
H 2.080 -7.044 6.416 -0.15 0.24 0.34 0.098
C 0.834 3.089 4.091 -0.59 0.41 0.30 -0.024
O 1.606 1.898 3.993 -0.29 -0.26 -0.34 0.007
C 2.926 2.027 3.919 0.68 0.49 -0.04 -0.618
O 3.540 3.042 3.715 -0.25 0.16 -0.04 0.128
O 3.472 0.838 4.120 -0.72 -0.65 0.21 0.012
C 4.865 0.684 3.970 0.99 0.02 -0.13 -0.043
H -0.210 2.781 4.133 0.23 -0.26 0.36 0.071
H 0.846 3.783 3.249 0.79 -0.26 -0.22 0.096
H 1.125 3.609 5.001 -0.10 0.17 -0.04 0.108
H 5.039 -0.352 3.684 -0.14 0.08 -0.22 0.097
H 5.427 0.836 4.895 -0.41 0.22 0.18 0.098
H 5.267 1.380 3.235 -0.11 -0.11 -0.11 0.093
C -4.178 0.398 2.639 -0.58 -0.62 0.35 -0.007
O -5.249 0.109 1.723 0.08 0.23 0.33 0.019
C -4.869 -0.193 0.491 -0.51 -0.27 -0.23 -0.607
O -3.750 -0.123 0.056 0.33 -0.14 -0.07 0.121
O -5.956 -0.598 -0.173 0.43 0.17 0.11 0.013
C -5.707 -1.246 -1.423 -0.49 -0.03 -0.63 -0.015
H -3.363 0.908 2.142 0.01 0.04 0.12 0.077
H -3.883 -0.548 3.096 0.45 -0.03 -0.30 0.091
H -4.622 0.956 3.456 -0.08 0.43 -0.29 0.083
H -4.935 -0.769 -2.025 0.21 0.03 0.36 0.083
H -6.634 -1.157 -1.988 -0.05 -0.09 0.15 0.097
H -5.500 -2.299 -1.239 0.18 0.03 -0.04 0.092
C -1.665 0.163 -2.603 0.82 -0.34 0.32 -0.022
O -2.948 0.492 -3.133 0.01 -0.53 0.26 0.012
C -2.948 0.712 -4.442 -0.04 0.27 -0.32 -0.631
O -1.992 0.816 -5.157 0.58 -0.06 -0.13 0.125
O -4.204 0.839 -4.833 -0.77 -0.27 0.41 0.012
C -4.491 1.217 -6.163 -0.66 0.79 -0.51 -0.039
H -1.755 -0.026 -1.536 -0.44 0.60 0.06 0.063
H -0.962 0.964 -2.828 0.07 -0.01 0.19 0.087
H -1.253 -0.778 -2.977 -0.26 0.13 -0.61 0.108
H -5.277 0.578 -6.564 0.30 -0.41 0.09 0.093
H -3.628 1.261 -6.820 0.15 -0.25 0.19 0.094
H -4.959 2.204 -6.131 0.25 0.11 0.07 0.095
C 4.626 3.281 -0.242 0.26 -0.58 0.37 -0.038
O 4.405 4.268 -1.249 -0.70 0.02 0.11 0.005
C 5.343 4.468 -2.177 0.07 -0.34 0.46 -0.623
O 5.155 5.130 -3.146 0.01 0.58 -0.62 0.152
O 6.475 3.838 -1.863 0.15 -0.05 0.52 -0.037
C 7.678 4.144 -2.561 0.16 0.00 0.39 -0.027
H 4.748 2.303 -0.707 0.40 0.05 0.03 0.096
H 3.771 3.144 0.418 -0.37 0.65 -0.39 0.072
H 5.461 3.573 0.391 0.18 -0.22 -0.15 0.099
H 8.403 3.517 -2.044 0.09 -0.25 -0.55 0.095
H 8.024 5.164 -2.381 -0.47 0.16 -0.17 0.099
H 7.566 3.948 -3.624 0.19 -0.06 0.01 0.098
C 2.699 -2.551 -1.505 -0.39 -0.15 -2.13 -0.029
O 2.312 -3.648 -0.693 0.66 0.64 1.39 0.029
C 1.331 -4.418 -1.082 -0.07 -0.19 -0.23 -0.634
O 0.772 -4.364 -2.142 -0.52 -0.01 -0.44 0.128
O 1.077 -5.287 -0.099 0.11 0.20 0.60 -0.005
C 0.028 -6.224 -0.283 -0.01 -0.31 -0.94 -0.045
H 1.856 -1.982 -1.906 -0.29 0.00 0.63 0.089
H 3.117 -2.957 -2.430 0.49 0.05 0.19 0.098
H 3.391 -1.876 -1.019 -0.01 -0.34 0.49 0.098
H 0.446 -7.140 -0.707 -0.02 -0.05 0.19 0.100
H -0.692 -5.855 -1.015 -0.05 0.02 0.24 0.078
H -0.431 -6.431 0.679 0.06 0.12 0.04 0.092
C 1.388 4.820 0.022 0.05 1.40 0.69 -0.049
O 0.952 4.004 -1.034 0.79 -1.08 0.20 0.015
C 0.155 4.481 -1.961 0.32 0.22 -0.50 -0.645
O -0.353 5.566 -1.965 -0.30 0.46 -0.01 0.138
O 0.024 3.541 -2.902 0.08 -0.42 0.35 0.006
C -0.783 3.882 -4.007 -0.89 0.29 -0.92 -0.037
H 1.759 4.199 0.833 -0.18 -0.32 -0.16 0.089
H 0.573 5.453 0.386 0.47 -0.04 -0.01 0.078
H 2.178 5.530 -0.232 0.11 -0.33 -0.57 0.109
H -0.197 4.368 -4.789 0.05 0.24 0.26 0.105
H -1.625 4.505 -3.703 0.25 0.20 -0.01 0.100
H -1.215 2.996 -4.473 0.37 -0.33 0.40 0.072
C -5.869 -3.126 2.609 0.04 0.23 0.81 -0.024
O -5.186 -3.527 1.429 -0.57 -0.26 -0.06 0.020
C -3.880 -3.316 1.362 -0.55 0.64 -0.77 -0.617
O -3.158 -2.875 2.208 0.20 0.00 0.88 0.115
O -3.527 -3.564 0.105 0.13 -0.57 0.12 0.026
C -2.176 -3.267 -0.171 1.06 0.37 -0.45 -0.029
H -6.680 -2.439 2.378 0.17 0.05 -0.40 0.098
H -5.157 -2.634 3.271 -0.16 -0.06 0.10 0.086
H -6.309 -3.986 3.112 0.22 -0.17 -0.13 0.097
H -1.559 -3.219 0.725 -0.23 -0.19 0.06 0.074
H -2.131 -2.281 -0.635 -0.07 -0.09 -0.18 0.081
H -1.751 -4.015 -0.838 -0.32 0.05 -0.12 0.084
C 1.918 -3.586 -6.443 0.23 -0.43 0.03 -0.044
O 1.509 -2.421 -5.747 0.14 0.03 0.36 0.001
C 2.429 -1.727 -5.067 -0.26 0.37 0.05 -0.627
O 3.615 -1.898 -5.010 0.26 -0.51 -0.30 0.129
O 1.771 -0.758 -4.451 -1.01 0.13 0.35 -0.013
C 2.479 0.327 -3.870 0.85 0.11 -0.15 -0.029
H 2.795 -3.383 -7.056 -0.17 0.01 -0.18 0.096
H 1.040 -3.886 -7.010 0.18 0.12 -0.29 0.093
H 2.158 -4.423 -5.782 0.04 0.27 0.27 0.096
H 3.393 0.004 -3.369 -0.07 -0.16 -0.03 0.093
H 1.845 0.822 -3.142 -0.22 -0.08 -0.14 0.080
H 2.757 1.006 -4.677 -0.02 0.17 0.15 0.104
C -3.082 2.689 4.679 -0.41 0.20 0.85 -0.062
O -2.383 2.697 3.454 0.38 -0.31 -0.71 -0.078
C -2.402 3.777 2.633 -0.90 -0.02 1.17 -0.598
O -2.875 4.836 2.943 0.20 0.09 -0.30 0.154
O -1.870 3.400 1.493 0.27 -0.57 -0.15 0.007
C -1.760 4.344 0.442 0.23 0.82 -0.70 -0.001
H -3.221 1.649 4.966 0.24 -0.08 -0.16 0.088
H -4.078 3.132 4.645 0.14 0.25 -0.39 0.105
H -2.526 3.169 5.485 0.15 0.19 -0.17 0.099
H -2.584 5.053 0.463 0.06 0.04 0.07 0.116
H -1.733 3.844 -0.526 -0.47 -0.52 0.38 0.103
H -0.792 4.849 0.471 -0.98 -0.08 0.55 0.051
```
Positions in Å, forces in eV/Å.

Its SMILES is COC(=O)OC.COC(=O)OC.COC(=O)OC.COC(=O)OC.COC(=O)OC.COC(=O)OC.COC(=O)OC.COC(=O)OC.COC(=O)OC.COC(=O)OC.O=C1OCCO1. For the HOMO energy, the calculation gives -10.6 eV. The energy above the lowest of the compared OMol25 structures with the same formula, charge and spin is 11.3 kcal/mol.